The following is a quantum chemistry calculation of a structure of composition C35H48GeIrO6P2S5 at a distorted geometry, from the OMol25 dataset.

- orbital gap (alpha / beta) (eV) = 5.70 / 5.09
- <S²> = 0.79
- net charge = +2
- energy above the lowest of the compared OMol25 structures with the same formula, charge and spin (kcal/mol) = 0.0
- multiplicity = 2
- LUMO energy (alpha / beta) (eV) = -7.26 / -7.86

Structure (XYZ):
```
98
Properties=species:S:1:pos:R:3:mulliken_charge:R:1
Ir -0.30 -0.81 0.36 2.348
C -1.43 2.88 -1.83 -1.029
C -2.83 3.35 -1.49 0.407
C -2.86 4.68 -0.77 -1.422
O -3.58 2.34 -0.72 -0.100
P -3.07 1.30 0.32 -0.411
O -2.14 0.27 -0.23 -1.066
C -2.31 2.19 1.73 0.057
P -1.05 1.13 2.46 -0.513
O 0.12 1.03 1.52 -0.822
O -0.66 1.64 3.89 0.027
C 0.32 2.75 4.04 0.622
C -0.41 3.93 4.66 -1.403
C 1.46 2.23 4.90 -1.429
O -1.67 -0.30 2.67 0.487
C -2.52 -0.80 3.77 0.368
C -1.64 -1.27 4.92 -1.088
C -3.55 0.22 4.23 -1.244
O -4.34 0.62 0.90 -0.060
C -5.78 0.80 0.64 0.523
C -6.25 2.17 1.10 -1.260
C -6.12 0.53 -0.82 -1.393
H -0.95 3.63 -2.46 0.579
H -1.45 1.94 -2.37 0.255
H -0.83 2.75 -0.93 0.014
H -3.42 3.44 -2.40 0.413
H -2.13 4.73 0.04 0.268
H -3.86 4.87 -0.36 0.323
H -2.63 5.48 -1.47 0.478
H -3.06 2.52 2.45 0.621
H -1.78 3.07 1.35 0.273
H 0.70 3.01 3.05 0.313
H -0.82 3.65 5.63 0.309
H -1.23 4.26 4.02 0.307
H 0.28 4.76 4.80 0.451
H 1.08 1.92 5.87 0.320
H 2.19 3.02 5.04 0.457
H 1.94 1.39 4.41 0.307
H -3.03 -1.65 3.31 0.393
H -1.12 -0.42 5.35 0.207
H -0.91 -2.00 4.58 0.112
H -2.27 -1.73 5.69 0.515
H -3.05 1.09 4.66 0.283
H -4.17 -0.22 5.00 0.611
H -4.18 0.52 3.40 0.029
H -6.23 0.03 1.26 0.412
H -5.77 2.95 0.51 0.218
H -6.02 2.32 2.16 0.317
H -7.32 2.24 0.97 0.474
H -5.80 1.35 -1.45 0.259
H -7.20 0.40 -0.92 0.520
H -5.64 -0.39 -1.15 0.314
C 2.08 -4.43 4.03 -0.379
S 0.57 -5.41 3.91 0.005
C -0.40 -4.73 2.66 0.587
C -0.33 -3.52 1.98 -0.087
S 0.82 -2.28 2.10 -0.339
S -1.59 -3.24 0.82 0.198
C -2.38 -4.82 0.92 -0.108
S -3.64 -5.27 0.01 -0.088
S -1.68 -5.81 2.17 -0.126
H 2.76 -5.04 4.61 0.435
H 1.88 -3.49 4.54 0.278
H 2.49 -4.26 3.04 -0.038
C -0.06 -4.85 -3.79 -0.573
C 1.30 -4.57 -3.78 -0.733
C 1.78 -3.48 -3.07 -0.051
C 0.90 -2.67 -2.36 -0.091
C -0.47 -2.93 -2.42 -0.181
C -0.95 -4.03 -3.12 -0.869
Ge 1.54 -1.20 -1.17 0.601
C 2.35 -0.05 -2.58 0.455
C 1.51 0.49 -3.56 -0.607
C 2.05 1.26 -4.58 -0.779
C 3.41 1.49 -4.63 -0.485
C 4.25 0.96 -3.66 -0.756
C 3.72 0.18 -2.63 -0.283
C 3.08 -1.81 -0.07 -0.325
C 3.34 -3.17 0.06 -0.096
C 4.39 -3.60 0.86 -0.779
C 5.15 -2.68 1.56 -0.563
C 4.88 -1.32 1.45 -0.826
C 3.84 -0.89 0.65 -0.258
H -0.43 -5.70 -4.36 0.423
H 1.98 -5.20 -4.32 0.435
H 2.84 -3.26 -3.08 0.512
H -1.16 -2.26 -1.92 0.579
H -2.02 -4.23 -3.14 0.512
H 0.45 0.29 -3.54 0.409
H 1.39 1.67 -5.34 0.422
H 3.83 2.07 -5.44 0.408
H 5.31 1.14 -3.69 0.423
H 4.38 -0.25 -1.90 0.345
H 2.74 -3.90 -0.48 0.448
H 4.61 -4.66 0.94 0.515
H 5.97 -3.02 2.19 0.437
H 5.49 -0.60 1.99 0.461
H 3.62 0.17 0.57 0.585
```


The following is a quantum chemistry calculation of a structure of composition C35H48GeN3O2PReS4 at a distorted geometry, from the OMol25 dataset.

- orbital gap (alpha / beta) (eV) = 5.08 / 3.78
- <S²> = 3.77
- net charge = +4
- multiplicity = 4
- LUMO energy (alpha / beta) (eV) = -11.45 / -12.76

Structure (XYZ):
```
95
Properties=species:S:1:pos:R:3:mulliken_charge:R:1
Re 1.46 0.03 3.04 0.100
C 1.75 3.48 3.89 -0.756
C 0.22 3.37 4.10 -1.000
S -0.64 1.92 3.25 0.337
C -2.48 2.20 3.73 -0.872
C -2.92 0.80 4.19 -0.684
S -1.60 0.39 5.36 -0.008
C -1.31 -1.37 5.11 -0.234
C -0.05 -1.73 5.78 -0.988
S 1.45 -0.85 5.25 -0.017
C 1.61 0.61 6.40 -0.718
C 2.72 1.51 5.80 -0.867
S 2.59 1.90 4.02 0.008
H 2.19 4.22 4.64 0.551
H 1.96 3.70 2.84 0.369
H -0.29 4.16 3.57 0.710
H -0.07 3.30 5.13 0.529
H -3.05 2.57 2.89 0.451
H -2.55 2.93 4.54 0.498
H -3.02 0.13 3.35 0.399
H -3.91 0.86 4.62 0.550
H -1.30 -1.61 4.06 0.043
H -2.16 -1.87 5.58 0.589
H 0.23 -2.76 5.57 0.514
H -0.20 -1.79 6.88 0.504
H 2.03 0.22 7.30 0.608
H 0.72 1.16 6.64 0.393
H 3.65 0.95 5.97 0.496
H 2.81 2.42 6.45 0.470
C 3.51 -3.07 -0.81 -0.704
N 2.10 -2.51 -1.05 0.677
C 1.05 -3.61 -0.88 -1.003
N 1.16 -4.22 0.37 0.315
C 2.56 -4.70 0.52 -1.126
N 3.54 -3.66 0.44 0.189
C 3.44 -2.77 1.62 -1.089
P 1.79 -1.92 1.63 2.060
C 1.84 -1.37 -0.14 -1.122
C 0.72 -3.41 1.51 -0.937
H 4.22 -2.25 -0.94 0.426
H 3.64 -3.86 -1.51 0.376
H 2.10 -2.19 -1.99 -0.478
H 1.21 -4.31 -1.72 0.227
H 0.15 -3.17 -1.00 0.638
H 2.82 -5.48 -0.22 0.337
H 2.65 -5.14 1.52 0.415
H 4.19 -2.00 1.63 0.547
H 3.45 -3.44 2.55 0.424
H 2.67 -0.61 -0.28 0.623
H 0.96 -0.87 -0.34 0.322
H -0.26 -3.04 1.35 0.542
H 0.74 -4.08 2.36 0.364
O -0.81 2.41 1.69 -0.448
C 0.03 1.85 0.80 0.123
O 0.94 1.08 1.23 -0.758
C -0.06 2.19 -0.63 0.319
C -1.28 1.47 -1.24 -1.563
Ge -1.32 0.97 -3.19 1.491
C 0.15 -0.23 -3.52 0.572
C -0.16 -1.52 -3.88 -0.631
C 0.87 -2.34 -4.23 -0.813
C 2.20 -1.91 -4.23 -0.972
C 2.54 -0.65 -3.82 -1.011
C 1.51 0.21 -3.45 -0.247
C -2.95 0.13 -3.25 0.711
C -3.44 -0.87 -2.39 0.174
C -4.72 -1.35 -2.59 -0.684
C -5.48 -0.88 -3.70 -0.503
C -5.00 0.13 -4.51 -0.964
C -3.71 0.60 -4.29 -0.561
C -1.08 2.58 -4.16 0.592
C -0.59 2.37 -5.43 -0.339
C -0.48 3.37 -6.35 -0.787
C -0.83 4.66 -5.95 -0.413
C -1.38 4.93 -4.68 -0.858
C -1.54 3.87 -3.79 -0.271
H 0.84 1.77 -1.05 -0.118
H -0.08 3.26 -0.78 0.784
H -2.17 2.14 -1.15 0.435
H -1.54 0.56 -0.73 0.455
H -1.20 -1.83 -3.88 0.591
H 0.68 -3.33 -4.65 0.495
H 3.00 -2.47 -4.68 0.526
H 3.58 -0.31 -3.94 0.513
H 1.73 1.19 -3.16 0.731
H -2.83 -1.33 -1.54 -0.019
H -5.20 -2.18 -2.05 0.361
H -6.38 -1.40 -3.89 0.454
H -5.58 0.45 -5.38 0.411
H -3.39 1.31 -5.02 0.344
H -0.41 1.32 -5.75 0.271
H -0.19 3.15 -7.37 0.430
H -0.70 5.51 -6.63 0.407
H -1.62 5.94 -4.52 0.498
H -2.06 4.04 -2.80 0.268
```